{"formula": "C23H72N18O11", "method": "ωB97M-V/def2-TZVPD", "energy_ev": -74362.167, "lumo_ev": 0.15, "homo_lumo_gap_ha": 0.3369, "spin_multiplicity": 1, "fmax_ev_per_a": 8.47, "smiles": "COC[C@H](C)N.COC[C@H](C)N.COC[C@H](C)N.COC[C@H](C)N.NC(N)=O.NC(N)=O.NC(N)=O.NC(N)=O.NC(N)=O.NC(N)=O.NC(N)=O", "symbols": ["C", "C", "C", "O", "C", "N", "H", "H", "H", "H", "H", "H", "H", "H", "H", "H", "H", "C", "C", "C", "O", "C", "N", "H", "H", "H", "H", "H", "H", "H", "H", "H", "H", "H", "C", "C", "C", "O", "C", "N", "H", "H", "H", "H", "H", "H", "H", "H", "H", "H", "H", "C", "C", "C", "O", "C", "N", "H", "H", "H", "H", "H", "H", "H", "H", "H", "H", "H", "C", "O", "N", "N", "H", "H", "H", "H", "C", "O", "N", "N", "H", "H", "H", "H", "C", "O", "N", "N", "H", "H", "H", "H", "C", "O", "N", "N", "H", "H", "H", "H", "C", "O", "N", "N", "H", "H", "H", "H", "C", "O", "N", "N", "H", "H", "H", "H", "C", "O", "N", "N", "H", "H", "H", "H"], "coordinates": [[-1.30634, -6.11509, 7.30904], [-0.06214, -5.20127, 7.30664], [-0.38080, -3.77422, 6.82759], [-0.58676, -3.79771, 5.44219], [-0.60688, -2.51543, 4.81068], [0.23291, -5.25395, 8.72177], [-1.57505, -6.49237, 6.32235], [-2.21767, -5.63079, 7.65979], [-1.21242, -6.97254, 7.97542], [0.81719, -5.63664, 6.83197], [0.42980, -3.08966, 7.07740], [-1.34838, -3.38692, 7.14678], [0.39195, -2.08688, 4.89306], [-1.34391, -1.84513, 5.25293], [-0.83585, -2.58513, 3.74728], [0.57791, -6.14820, 9.04021], [0.90028, -4.55157, 9.00704], [-1.11810, 3.61186, -3.29054], [-0.84058, 3.13882, -4.69561], [-2.16762, 2.77778, -5.45103], [-2.80088, 1.70532, -4.82941], [-3.97660, 1.23238, -5.43898], [-0.27164, 4.18134, -5.44112], [-0.23702, 3.42507, -2.67661], [-1.92427, 3.04693, -2.82252], [-1.20348, 4.69699, -3.23307], [-0.21058, 2.24934, -4.69250], [-1.90603, 2.45523, -6.45882], [-2.93671, 3.51758, -5.67307], [-4.59850, 1.95248, -5.97078], [-4.54148, 0.64035, -4.71891], [-3.66829, 0.44585, -6.12776], [-0.35488, 3.96480, -6.42412], [-0.88971, 4.96483, -5.28546], [-0.56330, -2.50278, -5.28609], [-1.25082, -1.60268, -6.38389], [-0.42299, -1.04858, -7.57195], [0.27414, 0.18039, -7.32764], [1.20541, 0.10573, -6.24612], [-2.24612, -2.51353, -6.90085], [-0.00704, -3.29840, -5.78175], [-1.30810, -2.84116, -4.56577], [0.27081, -2.04545, -4.75391], [-1.72180, -0.85460, -5.74620], [-1.03865, -0.71677, -8.40799], [0.15398, -1.84025, -8.04993], [0.71628, 0.17878, -5.27477], [1.65186, 1.09059, -6.38338], [1.97943, -0.65506, -6.14523], [-3.06544, -2.37583, -6.32651], [-2.55550, -2.38487, -7.85364], [0.24089, -0.19608, 1.92630], [0.90667, 0.22841, 0.49696], [-0.08399, 0.73325, -0.61190], [-0.90808, -0.32038, -1.15025], [-1.44482, -0.07706, -2.44083], [1.84657, 1.33465, 0.78298], [0.83781, -0.76115, 2.64218], [-0.45703, -0.95399, 1.57051], [-0.29412, 0.65066, 2.35629], [1.42912, -0.66496, 0.15485], [0.58686, 1.23761, -1.30737], [-0.68807, 1.59220, -0.31969], [-2.23540, -0.69527, -2.86615], [-0.65673, -0.06796, -3.19378], [-1.77264, 0.96201, -2.40952], [1.36381, 2.02928, 1.33482], [2.17143, 1.76095, -0.07308], [-4.03518, 0.17164, 1.44448], [-4.87258, 0.12450, 2.38251], [-3.65681, -0.86702, 0.65066], [-3.40667, 1.23103, 1.07684], [-4.03967, -1.80113, 0.68156], [-2.77668, -0.83568, 0.15621], [-3.33935, 2.08298, 1.61513], [-2.90505, 1.06429, 0.21622], [-3.01497, 2.43985, 5.13658], [-3.97385, 3.05255, 5.49736], [-2.31611, 2.68159, 4.13762], [-2.63652, 1.27723, 5.63893], [-1.67011, 1.97663, 3.81233], [-2.48349, 3.55947, 3.66706], [-3.30283, 0.72169, 6.15614], [-1.66981, 1.00148, 5.54124], [4.67148, 3.41906, 3.80580], [3.73231, 3.93177, 4.34399], [5.90401, 3.80009, 3.99358], [4.46850, 2.27291, 3.19459], [6.73193, 3.41912, 3.55823], [6.06180, 4.68640, 4.45145], [5.26356, 1.84886, 2.73834], [3.49557, 2.00424, 3.15823], [0.14284, 4.22946, 2.46149], [0.32816, 3.05120, 2.45467], [0.19352, 4.87134, 3.57705], [-0.46815, 4.99203, 1.57244], [0.42784, 4.42811, 4.45383], [-0.02767, 5.85659, 3.55528], [-1.01611, 4.59575, 0.82223], [-0.52619, 5.99707, 1.65377], [4.17919, -1.89722, 1.52154], [4.59436, -3.02987, 1.78419], [4.11080, -0.93517, 2.37610], [3.98899, -1.46771, 0.32700], [3.51854, -0.13863, 2.18943], [4.48411, -1.19034, 3.27922], [4.19043, -2.05870, -0.46688], [3.44867, -0.64215, 0.11109], [0.38851, -3.44790, -1.05893], [0.96096, -3.39046, -2.14170], [-0.78063, -3.04941, -0.75616], [0.99915, -4.06620, -0.05565], [-1.11042, -3.14389, 0.19379], [-1.35202, -2.54710, -1.42046], [1.84656, -4.54231, -0.33008], [0.60416, -4.32618, 0.83681], [3.13085, 0.57754, -2.75996], [2.89867, 1.41887, -1.90779], [3.81206, 0.85188, -3.77031], [2.81666, -0.69698, -2.39909], [3.82816, 0.21980, -4.55791], [3.98353, 1.84722, -3.76788], [1.96530, -0.75477, -1.85878], [3.06788, -1.46710, -3.00235]], "atomic_forces_ev_per_a": [[-0.524, -0.370, -1.492], [-1.249, -0.998, 1.190], [-0.338, -0.241, -0.395], [0.266, -0.125, -1.996], [0.440, -0.533, 0.564], [0.475, 1.639, 1.591], [0.158, -0.089, -0.187], [0.282, 0.567, 0.141], [0.455, -0.035, -0.123], [-0.372, 0.183, -1.138], [0.187, 0.177, 0.224], [0.153, -0.077, 1.385], [0.097, 0.349, 0.064], [-0.120, 0.072, 0.235], [-0.084, -0.497, 0.121], [-0.067, -0.052, -0.287], [0.231, 0.054, 0.073], [0.936, -0.415, 0.825], [-2.772, -0.787, -0.220], [0.261, -1.289, -0.406], [-0.608, -0.306, 1.314], [0.603, -1.443, -0.194], [1.219, 1.479, -0.741], [0.194, -0.138, 0.100], [-0.246, 0.411, -0.121], [-0.680, -0.013, -0.128], [-0.034, -0.087, -0.041], [0.585, -0.153, -0.423], [0.294, 1.096, 0.700], [0.101, 0.328, 0.263], [-0.241, 0.596, 0.376], [-0.056, 0.090, -0.780], [0.306, 0.050, -0.306], [0.198, 0.536, -0.211], [1.561, 0.876, -1.117], [0.830, -0.916, 0.955], [-0.668, 0.897, 0.166], [0.716, -2.179, 0.707], [-0.365, 2.377, 0.095], [-1.239, -0.372, -0.285], [-0.687, -0.596, -0.035], [0.129, -0.216, -0.231], [-0.340, 0.595, 0.413], [0.017, 0.966, -0.668], [-0.817, -0.260, 0.250], [0.770, -0.132, 0.485], [-0.370, -0.316, 0.099], [0.753, -0.102, 0.399], [-0.225, -0.504, -0.904], [-0.295, -0.460, -0.071], [0.215, 0.409, -0.148], [-0.339, -0.296, -2.805], [-0.684, 1.031, 2.183], [0.372, -0.531, 0.396], [0.018, -0.506, 0.433], [1.043, 2.184, -0.331], [0.072, -1.080, -0.013], [0.644, 0.594, -0.179], [-0.693, 0.014, 0.333], [0.152, -0.120, 0.068], [-0.022, 0.018, -0.280], [0.071, -0.667, -0.907], [-0.469, -0.086, 0.757], [-0.098, -0.482, 1.018], [0.337, -0.224, -0.103], [-0.618, 0.003, -0.418], [-0.064, 0.091, 0.137], [0.261, -0.073, -0.167], [-3.677, -2.595, 3.655], [1.668, -0.292, -1.932], [0.140, -2.134, -0.920], [2.283, 3.454, -1.571], [-0.369, 0.526, 0.553], [0.024, 0.235, 0.069], [-0.218, -0.384, -0.150], [0.341, 1.118, 0.253], [-3.308, -1.823, 3.200], [-2.082, 1.787, 1.069], [4.396, 3.005, -6.592], [0.660, -3.300, 2.519], [-0.045, 0.759, -0.473], [0.481, -0.231, -0.149], [0.459, 0.232, 0.128], [-0.493, -0.367, 0.255], [-1.550, -1.192, 1.010], [-2.156, 2.443, 1.178], [4.084, 1.923, 0.296], [0.696, -1.814, -1.586], [-0.477, -0.162, -0.078], [-0.285, -0.227, -0.061], [-0.844, -0.577, -0.269], [0.396, -0.327, -0.536], [-1.723, -0.036, 1.204], [0.596, -3.283, -1.423], [1.116, 2.993, 4.294], [-1.305, 1.242, -4.251], [0.384, 0.127, -0.395], [0.135, -0.342, 0.690], [0.578, -0.068, 0.006], [0.033, -0.419, 0.092], [2.128, -3.604, 0.367], [-0.153, -0.059, 0.144], [-0.358, 2.457, 4.224], [-1.292, 0.660, -5.728], [0.220, 0.175, 0.308], [-0.651, 0.495, 0.162], [-0.333, -0.082, 0.367], [0.424, 0.137, 0.132], [3.222, -1.761, -1.304], [-0.171, 0.872, -0.981], [-5.175, 1.763, 0.601], [2.170, -1.507, 1.930], [-0.079, 0.167, -0.379], [0.348, -0.092, 0.303], [-0.082, 0.156, 0.305], [-0.054, 0.175, -0.330], [-2.267, -2.004, 6.226], [-0.830, 2.051, 0.640], [2.736, 0.905, -5.046], [-0.108, -0.990, -1.092], [0.329, 0.628, -0.145], [0.413, -0.128, -0.973], [0.155, -0.462, -0.138], [-0.543, -0.134, 0.116]]}